{
  "formula": "C4H5O6V",
  "method": "ωB97M-V/def2-TZVPD",
  "relative_energy_kcal_mol": 0.0,
  "homo_lumo_gap_ev": [7.2, 7.1],
  "charge": 1,
  "s_squared": 3.759,
  "multiplicity": 4,
  "lumo_ev": [-5.32, -5.47],
  "total_energy_ha": -1550.44798,
  "species": ["O", "C", "O", "O", "V", "C", "C", "H", "H", "H", "O", "C", "O", "O", "H", "H"],
  "xyz": [[-2.45885, 0.34928, 0.23840], [-1.87325, -0.69741, 0.64200], [-2.45387, -1.45294, 1.47569], [-0.71700, -1.09566, 0.16173], [-3.90920, -0.25689, 1.24175], [-0.43778, -0.34608, -1.62419], [0.60967, -0.41933, -0.56787], [-0.65665, -1.30146, -2.11250], [-0.94976, 0.61852, -1.68370], [1.30515, -1.25720, -0.50573], [0.89011, 0.80679, 0.06785], [1.99393, 0.86384, 0.81154], [2.76021, -0.04162, 1.02007], [2.12898, 2.10648, 1.24580], [2.99409, 2.21322, 1.66263], [0.77423, -0.08953, -2.07347]],
  "mulliken_charge": [-0.6791, 1.0777, -0.6381, -0.3646, 1.1322, -0.9272, 0.2224, 0.3339, 0.3628, 0.4760, -0.2964, 0.6681, -0.5017, -0.4196, 0.3938, 0.1600]
}

***

{
  "formula": "C5H37NO15",
  "method": "ωB97M-V/def2-TZVPD",
  "relative_energy_kcal_mol": 114.3,
  "homo_lumo_gap_ev": 9.2,
  "charge": 0,
  "lumo_ev": 0.00,
  "total_energy_ha": -1396.00961,
  "species": ["C", "N", "C", "C", "O", "C", "O", "C", "H", "H", "H", "H", "H", "H", "H", "H", "H", "H", "H", "H", "H", "O", "H", "H", "O", "H", "H", "O", "H", "H", "O", "H", "H", "O", "H", "H", "O", "H", "H", "O", "H", "H", "O", "H", "H", "O", "H", "H", "O", "H", "H", "O", "H", "H", "O", "H", "H", "O"],
  "xyz": [[-0.78497, -0.79710, -1.00510], [0.35171, -0.39734, -1.90591], [1.66981, -0.30035, -1.22428], [2.34313, -1.48291, -1.97857], [3.69606, -1.75801, -1.52219], [2.52193, 0.92035, -1.47247], [2.32155, 1.99373, -0.92744], [-2.06217, -0.76995, -1.87419], [-0.62335, -1.79971, -0.55587], [-0.86045, 0.03733, -0.21518], [0.07417, 0.51533, -2.28223], [1.50649, -0.41178, -0.11418], [2.56377, -1.24769, -3.03828], [1.89432, -2.48684, -1.93345], [3.62537, -1.97170, -0.57165], [3.35555, 0.77205, -2.17329], [-3.05279, -0.72607, -1.35970], [-2.07395, 0.07472, -2.63120], [-2.08810, -1.64771, -2.54724], [-2.53992, -2.50600, 2.33741], [-2.49118, -3.70273, 3.18569], [-2.83033, -3.47482, 2.32780], [-1.80363, -0.45836, 2.07127], [-1.97349, -0.88649, 3.50241], [-1.60763, -1.21805, 2.67654], [-0.95659, 3.24726, -3.57649], [-1.67803, 2.48037, -2.34788], [-0.89015, 2.95967, -2.66229], [1.04935, 3.12742, -3.48978], [2.46739, 3.03085, -3.00519], [1.95702, 2.97431, -3.79614], [-0.61486, -4.42683, 0.29288], [-1.39838, -3.59511, 1.28008], [-0.53644, -3.71403, 0.91263], [-0.11467, 1.19454, -4.26199], [1.38220, 1.19573, -4.50844], [0.52314, 1.03152, -4.96361], [2.15117, -3.18714, 1.14252], [0.90459, -2.31751, 1.29714], [1.85728, -2.32265, 1.42345], [-0.84309, 2.27086, 1.23777], [-1.08021, 1.64464, 2.48523], [-1.51812, 1.69252, 1.60360], [1.57467, 3.39650, 0.25716], [0.29504, 3.54848, -0.36480], [0.69027, 3.69355, 0.52178], [1.01026, 0.83812, 3.74124], [1.18887, 2.29888, 4.00457], [0.75388, 1.52917, 4.37036], [0.69124, -1.31554, 4.22490], [1.75871, -1.58916, 3.13280], [1.61973, -1.21788, 4.01793], [-0.48622, 0.36313, 5.29793], [-1.16769, -0.98324, 5.68014], [-0.78351, -0.46655, 4.95937], [-3.70985, 2.92760, -1.72672], [-3.90420, 1.31013, -1.92887], [-3.32470, 2.11049, -2.01997]],
  "mulliken_charge": [0.3804, -0.2496, 1.0897, -0.9280, -0.5718, -0.4936, -0.5351, -1.3710, 0.2767, 0.0194, 0.0249, 0.0134, 0.3129, 0.3015, 0.3167, 0.4286, 0.3547, 0.3127, 0.3339, 0.5224, 0.3052, -0.7835, 0.2667, 0.3218, -0.7327, 0.3246, 0.3454, -0.6177, 0.3367, 0.3065, -0.6477, 0.2541, 0.3426, -0.5728, 0.3286, 0.3544, -0.6395, 0.3001, 0.3096, -0.6553, 0.2718, 0.3483, -0.5979, 0.4462, 0.3052, -0.6955, 0.3111, 0.3185, -0.6525, 0.3416, 0.4318, -0.7430, 0.3213, 0.2461, -0.5820, 0.2595, 0.2946, -0.6107]
}

***

{
  "formula": "C5H13N3",
  "method": "ωB97M-V/def2-TZVPD",
  "relative_energy_kcal_mol": 55.2,
  "homo_lumo_gap_ev": 8.3,
  "charge": 0,
  "smiles": "CC(C)N(C)N.C#N",
  "lumo_ev": 0.83,
  "total_energy_ha": -362.49434,
  "species": ["C", "C", "C", "N", "C", "N", "H", "H", "H", "H", "H", "H", "H", "H", "H", "H", "H", "H", "C", "N", "H"],
  "xyz": [[-2.45318, 0.40403, 0.01256], [-1.04095, 0.45899, 0.58381], [-0.32472, 1.73758, 0.15269], [-0.30486, -0.80612, 0.18322], [0.11604, -0.97484, -1.18385], [0.43896, -1.37507, 1.23264], [-2.44710, 0.52130, -1.06900], [-2.92466, -0.54275, 0.26079], [-3.05034, 1.20952, 0.43610], [-1.09255, 0.42352, 1.67490], [-0.25258, 1.80128, -0.93118], [0.65639, 1.78987, 0.61711], [-0.86509, 2.60556, 0.52647], [-0.70531, -0.72079, -1.84942], [0.40821, -2.01326, -1.35947], [0.94736, -0.30287, -1.44048], [0.60127, -2.36170, 1.04835], [1.34819, -0.91020, 1.31632], [3.61814, -0.37221, -0.10349], [2.91736, 0.40953, 0.35811], [4.40944, -0.98137, -0.46617]],
  "mulliken_charge": [-1.5031, 0.2929, -1.2504, 0.3553, -0.9567, -0.8165, 0.3131, 0.3689, 0.4196, 0.3755, 0.2726, 0.3280, 0.4465, 0.2627, 0.3567, 0.2788, 0.2494, 0.2235, 0.0649, -0.3830, 0.3012]
}

***

{
  "formula": "C5H9NO",
  "method": "ωB97M-V/def2-TZVPD",
  "relative_energy_kcal_mol": 37.7,
  "homo_lumo_gap_ev": 10.4,
  "charge": 0,
  "smiles": "CC1(C)NCC1=O",
  "lumo_ev": 0.91,
  "total_energy_ha": -325.87754,
  "species": ["C", "C", "C", "N", "C", "C", "O", "H", "H", "H", "H", "H", "H", "H", "H", "H"],
  "xyz": [[-1.25498, 0.77624, -0.55655], [-0.19823, -0.02720, 0.21192], [-0.55727, -0.39711, 1.64656], [0.36598, -1.17637, -0.54889], [1.57204, -0.42948, -0.95754], [1.15593, 0.66131, 0.02813], [1.65157, 1.66098, 0.47100], [-1.75034, 1.50318, 0.09359], [-2.01894, 0.12635, -0.99667], [-0.78312, 1.33594, -1.37110], [-1.18687, -1.29353, 1.67036], [-1.07661, 0.41623, 2.16403], [0.35573, -0.62643, 2.20838], [-0.21725, -1.48399, -1.32079], [2.51787, -0.93255, -0.73768], [1.58753, -0.07636, -1.99796]],
  "mulliken_charge": [-1.4748, 1.5534, -1.4851, -0.5856, -0.3346, 0.0113, -0.5751, 0.3385, 0.3619, 0.3624, 0.3345, 0.3350, 0.3397, 0.2822, 0.2815, 0.2547]
}

***

{
  "formula": "C29H55BrNO22S2",
  "method": "ωB97M-V/def2-TZVPD",
  "homo_lumo_gap_ev": 8.2,
  "charge": -1,
  "lumo_ev": 1.82,
  "total_energy_ha": -6218.51132,
  "species": ["C", "C", "C", "C", "C", "S", "O", "O", "N", "S", "O", "O", "Br", "H", "H", "H", "H", "H", "H", "H", "C", "C", "O", "C", "O", "O", "C", "H", "H", "H", "H", "H", "H", "H", "H", "C", "C", "O", "C", "O", "O", "C", "H", "H", "H", "H", "H", "H", "H", "H", "C", "C", "O", "C", "O", "O", "C", "H", "H", "H", "H", "H", "H", "H", "H", "C", "C", "O", "C", "O", "O", "C", "H", "H", "H", "H", "H", "H", "H", "H", "C", "C", "O", "C", "O", "O", "C", "H", "H", "H", "H", "H", "H", "H", "H", "C", "C", "O", "C", "O", "O", "C", "H", "H", "H", "H", "H", "H", "H", "H"],
  "xyz": [[2.35890, -2.64197, -2.36791], [2.29019, -2.07953, -3.41889], [2.11845, -1.23093, -4.59020], [0.63376, -0.91618, -4.82534], [0.05028, -0.10219, -3.66512], [-1.63564, -0.52034, -3.26762], [-2.39082, -0.21856, -4.45938], [-1.94109, 0.29014, -2.11286], [-1.64686, -2.07319, -2.81955], [-2.62521, -3.08670, -3.55556], [-3.97198, -2.63726, -3.71522], [-2.45550, -4.37257, -2.94342], [-1.83045, -3.45405, -5.64997], [2.39588, -3.27212, -1.51353], [2.49560, -1.79124, -5.44410], [2.68664, -0.31456, -4.44561], [0.11312, -1.86454, -4.83662], [0.47375, -0.40049, -5.76349], [-0.03492, 0.93642, -3.97535], [0.68000, -0.12528, -2.78353], [3.80275, -7.09386, 2.16168], [3.90560, -6.96546, 0.65958], [4.64293, -5.79053, 0.28169], [5.95876, -5.87722, 0.40937], [6.58021, -6.83633, 0.79046], [6.48806, -4.70259, 0.05649], [7.90259, -4.62457, 0.23311], [3.38412, -6.18399, 2.59511], [3.16986, -7.93774, 2.43407], [4.78046, -7.24426, 2.61042], [2.91673, -6.84331, 0.22358], [4.35621, -7.84903, 0.20876], [8.40563, -5.44894, -0.26654], [8.15070, -4.62186, 1.29388], [8.21590, -3.68511, -0.21288], [-2.59662, 3.27392, -2.24594], [-3.37720, 4.06070, -3.27278], [-4.59920, 4.60112, -2.72348], [-4.45322, 5.66760, -1.95731], [-3.42213, 6.23332, -1.69264], [-5.66169, 6.02511, -1.50386], [-5.64520, 7.12409, -0.59568], [-3.21600, 2.49404, -1.81048], [-1.73173, 2.80395, -2.70574], [-2.25055, 3.91603, -1.43435], [-3.67819, 3.39968, -4.08237], [-2.78316, 4.86715, -3.70437], [-5.12121, 7.97768, -1.02084], [-5.18052, 6.82910, 0.34403], [-6.68335, 7.39052, -0.41358], [-9.57346, 11.79767, 3.53408], [-8.31541, 11.12621, 3.02683], [-8.60643, 9.92369, 2.30141], [-9.05043, 10.09969, 1.05850], [-9.19965, 11.15470, 0.50039], [-9.29737, 8.89982, 0.53619], [-9.85067, 8.93362, -0.78275], [-10.16667, 11.09730, 4.12325], [-9.31923, 12.65484, 4.15745], [-10.19321, 12.14493, 2.70875], [-7.69381, 10.81255, 3.86299], [-7.72376, 11.79913, 2.40699], [-9.23424, 9.53140, -1.44957], [-10.86510, 9.32772, -0.75395], [-9.87187, 7.90596, -1.13249], [1.00990, -2.15320, 6.39200], [1.90707, -3.37209, 6.39562], [2.47299, -3.62222, 5.10198], [3.49221, -2.83703, 4.76048], [3.98870, -1.97901, 5.44278], [3.87146, -3.17138, 3.52933], [4.91375, -2.35314, 2.99205], [0.24495, -2.24679, 5.62080], [0.52192, -2.04042, 7.36020], [1.57844, -1.24766, 6.18618], [1.32860, -4.26311, 6.63180], [2.70107, -3.28452, 7.13710], [5.76609, -2.30857, 3.66680], [4.53606, -1.35159, 2.79471], [5.22584, -2.80871, 2.05589], [2.30112, 5.51188, -8.29957], [1.21792, 4.57124, -7.81595], [0.97849, 4.70992, -6.41024], [0.25681, 5.77198, -6.05440], [-0.21785, 6.58842, -6.80087], [0.13904, 5.76270, -4.73055], [-0.57185, 6.87812, -4.18608], [3.21115, 5.37648, -7.71354], [2.52659, 5.32139, -9.34900], [1.99231, 6.55126, -8.19743], [1.52938, 3.53766, -7.95278], [0.28853, 4.71318, -8.36637], [-1.54506, 6.99218, -4.65704], [0.01278, 7.78955, -4.30544], [-0.71485, 6.67857, -3.12826], [2.84672, -11.58162, 7.59399], [3.02429, -11.99380, 6.14848], [3.38374, -10.88306, 5.31622], [4.65654, -10.49790, 5.39409], [5.51237, -11.00945, 6.06770], [4.81700, -9.44815, 4.59249], [6.12753, -8.87471, 4.62984], [2.12951, -10.76358, 7.67010], [2.48515, -12.42286, 8.18532], [3.78730, -11.23918, 8.02283], [2.08299, -12.36119, 5.74469], [3.76281, -12.78839, 6.04593], [6.89346, -9.62433, 4.44762], [6.29530, -8.39226, 5.59164], [6.16846, -8.12788, 3.84467]],
  "mulliken_charge": [0.1064, -0.5553, -1.0254, 0.0072, -0.8352, 1.0988, -0.6394, -0.7249, -0.3170, 0.9442, -0.5451, -0.6009, -0.2366, 0.6320, 0.3438, 0.3097, -0.1052, 0.3929, 0.2896, 0.4522, -0.2415, -0.4063, -0.2794, 0.7651, -0.5818, -0.3056, -0.7018, 0.2224, 0.3815, -0.3473, 0.3239, 0.3464, 0.3162, 0.2970, 0.2301, -0.9196, 0.1939, -0.3756, 0.7765, -0.5637, -0.3504, -0.5422, 0.3714, 0.0552, 0.3453, 0.3132, -0.0001, 0.3052, 0.2918, 0.1039, -1.0904, -0.1935, -0.3552, 0.7894, -0.5539, -0.3374, -0.7028, 0.2926, 0.3517, 0.3084, 0.2921, 0.3134, 0.3070, 0.3506, 0.2310, -1.1110, -0.2007, -0.3468, 0.7185, -0.5736, -0.1946, -0.6098, 0.3014, 0.3594, 0.3128, 0.2894, 0.3147, 0.3179, 0.3165, 0.1039, -1.1001, -0.2203, -0.3218, 0.7684, -0.5664, -0.3222, -0.6795, 0.2881, 0.3587, 0.3105, 0.3071, 0.3120, 0.3058, 0.3495, 0.2114, -1.1008, -0.1831, -0.3582, 0.7108, -0.5709, -0.2082, -0.4578, 0.2910, 0.3535, 0.3149, 0.2921, 0.3136, 0.3087, 0.3019, -0.0254]
}

***

Question: Which of these has the lowest charge?
Answer: C29H55BrNO22S2

***

Question: Which value of charge does entry 2 give?
Answer: 0

***

Question: Among the records above, which one has the lowest charge?
Answer: C29H55BrNO22S2